1.
{"formula": "C10H17AuBrN6", "method": "ωB97M-V/def2-TZVPD", "elements": ["Au", "C", "C", "C", "C", "C", "Br", "N", "C", "H", "H", "H", "H", "H", "H", "C", "N", "C", "C", "N", "N", "C", "N", "N", "H", "H", "H", "H", "H", "H", "H", "H", "H", "H", "H"], "positions_angstrom": [[-1.378, -0.331, 0.069], [-0.466, 5.112, -1.176], [-1.355, 3.960, -1.324], [-2.588, 4.030, -2.010], [-3.373, 2.917, -2.095], [-2.923, 1.713, -1.488], [-3.971, 0.229, -1.514], [-1.718, 1.598, -0.845], [-0.968, 2.676, -0.765], [-1.016, 6.054, -1.181], [0.199, 5.153, -2.060], [0.185, 5.040, -0.304], [-2.908, 4.967, -2.451], [-4.332, 2.931, -2.598], [-0.018, 2.582, -0.252], [3.285, -1.792, -0.786], [2.533, -2.189, 0.416], [3.223, -3.121, 1.330], [1.277, -1.830, 0.607], [0.600, -1.021, -0.185], [0.660, -2.337, 1.753], [-0.675, -2.564, 1.949], [-0.994, -3.390, 2.937], [-1.586, -2.002, 1.187], [4.328, -1.661, -0.513], [2.941, -0.845, -1.194], [3.206, -2.565, -1.550], [4.248, -3.225, 0.990], [2.771, -4.114, 1.309], [3.260, -2.725, 2.346], [1.066, -0.729, -1.029], [1.280, -2.725, 2.447], [-0.307, -3.942, 3.426], [-1.954, -3.525, 3.216], [-2.531, -2.329, 1.339]], "orbital_gap_ev": [8.2, 4.5], "multiplicity": 3, "fmax_ev_per_a": 0.375, "energy_ha": -3428.41561, "lumo_energy_ev": [-10.55, -14.18], "total_charge": 3}

---

2.
{"formula": "C10H17BBrF2INPdSe2", "method": "ωB97M-V/def2-TZVPD", "elements": ["Pd", "C", "Se", "C", "C", "Se", "C", "H", "H", "H", "H", "H", "H", "H", "H", "H", "H", "Br", "C", "C", "C", "C", "C", "C", "I", "H", "H", "H", "H", "N", "H", "H", "H", "F", "B", "F"], "positions_angstrom": [[0.075, -0.258, 0.936], [-0.628, -1.032, 4.289], [0.962, -0.865, 3.312], [1.387, -2.737, 3.011], [0.548, -3.426, 1.915], [0.966, -2.536, 0.194], [-0.518, -3.405, -0.780], [-0.357, -0.830, 5.360], [-1.086, -2.092, 4.234], [-1.327, -0.313, 3.790], [1.384, -3.238, 3.974], [2.457, -2.591, 2.796], [-0.532, -3.328, 2.182], [0.864, -4.446, 1.848], [-0.128, -4.388, -0.912], [-0.555, -2.929, -1.772], [-1.370, -3.097, -0.247], [-2.271, 2.722, -2.071], [-0.601, 2.854, -2.975], [-0.329, 4.064, -3.649], [0.776, 4.159, -4.501], [1.702, 3.128, -4.486], [1.544, 2.006, -3.697], [0.419, 1.881, -2.953], [0.223, 0.098, -1.963], [-1.137, 4.748, -3.629], [0.870, 5.006, -5.182], [2.620, 3.314, -5.135], [2.250, 1.213, -3.636], [-0.102, 1.995, 1.375], [-1.102, 1.865, 1.264], [0.213, 2.621, 0.685], [0.014, 2.449, 2.258], [-2.897, 0.134, 0.994], [-1.943, -0.794, 1.311], [-2.393, -1.953, 1.858]], "orbital_gap_ev": [7.9, 7.4], "multiplicity": 3, "fmax_ev_per_a": 2.939, "energy_ha": -8472.86023, "de_lowest_kj_mol": 0.0, "lumo_energy_ev": [-2.54, -4.40], "total_charge": 1}

---

3.
{"formula": "C10H17Br2Cl5FK2O7S2", "method": "ωB97M-V/def2-TZVPD", "elements": ["O", "S", "O", "Cl", "C", "C", "C", "C", "C", "F", "C", "O", "S", "O", "O", "O", "H", "H", "H", "H", "H", "H", "H", "H", "H", "H", "C", "Cl", "Cl", "Cl", "Cl", "K", "Br", "C", "C", "Br", "H", "H", "H", "H", "C", "O", "H", "H", "H", "K"], "positions_angstrom": [[1.566, -2.718, 0.954], [0.258, -2.655, 1.546], [-0.071, -3.443, 2.727], [-0.160, -0.364, 2.275], [-0.951, -3.041, 0.264], [-1.080, -1.937, -0.787], [-2.504, -1.473, -1.100], [-3.317, -0.660, -0.072], [-4.066, -1.417, 1.033], [-3.405, -1.220, 2.298], [-5.492, -0.885, 1.294], [-6.354, -1.750, 0.571], [-5.666, -3.120, 0.132], [-5.480, -3.078, -1.266], [-6.223, -4.184, 0.866], [-4.200, -2.769, 0.832], [-1.878, -3.301, 0.768], [-0.515, -3.961, -0.137], [-0.443, -1.089, -0.521], [-0.677, -2.311, -1.726], [-3.114, -2.315, -1.423], [-2.422, -0.822, -1.972], [-4.118, -0.175, -0.637], [-2.711, 0.135, 0.330], [-5.639, 0.140, 0.959], [-5.735, -0.970, 2.356], [3.815, 0.875, 1.585], [4.965, 0.149, 0.479], [3.432, -0.278, 2.877], [4.475, 2.344, 2.292], [2.336, 1.283, 0.689], [-1.991, -1.677, 3.926], [0.923, 3.851, -1.489], [2.392, 4.733, -2.423], [3.071, 3.818, -3.407], [4.171, 2.482, -2.538], [3.071, 5.075, -1.648], [1.946, 5.584, -2.932], [3.738, 4.403, -4.036], [2.356, 3.287, -4.028], [7.646, 2.479, -0.155], [8.618, 3.369, -0.238], [8.027, 1.453, 0.115], [6.835, 2.706, 0.560], [7.167, 2.255, -1.147], [-2.600, 1.192, 1.953]], "orbital_gap_ev": 1.5, "multiplicity": 1, "fmax_ev_per_a": 2.722, "energy_ha": -10462.54879, "de_lowest_kj_mol": 0.0, "lumo_energy_ev": -5.81, "total_charge": 1}

---

4.
{"formula": "C10H17BrN3O", "method": "ωB97M-V/def2-TZVPD", "elements": ["C", "C", "C", "C", "N", "C", "N", "C", "C", "C", "N", "C", "O", "C", "H", "H", "H", "H", "H", "H", "H", "H", "H", "H", "H", "H", "H", "H", "H", "H", "H", "Br"], "positions_angstrom": [[0.830, 1.756, -1.521], [-0.278, 0.662, -1.352], [-0.956, 0.671, 0.048], [-1.399, 2.130, 0.289], [-1.805, 3.165, 0.441], [-2.265, -0.207, 0.173], [-2.676, -0.928, -1.029], [-1.937, -2.185, -1.271], [0.116, 0.381, 1.167], [-0.521, 0.287, 2.557], [-1.099, -0.133, 3.425], [1.047, -0.835, 0.868], [2.089, -0.784, 1.885], [3.188, 0.061, 1.494], [1.623, 1.683, -0.758], [0.375, 2.767, -1.572], [1.302, 1.599, -2.514], [0.142, -0.336, -1.593], [-1.012, 0.868, -2.163], [-3.109, 0.461, 0.450], [-2.215, -0.954, 0.991], [-2.731, -0.339, -1.849], [-1.229, -2.405, -0.447], [-2.678, -3.014, -1.306], [-1.421, -2.139, -2.249], [0.749, 1.292, 1.213], [0.511, -1.787, 1.045], [1.589, -0.798, -0.155], [3.920, -0.457, 0.762], [3.769, 0.297, 2.420], [2.858, 1.040, 1.081], [3.221, -1.821, -0.529]], "orbital_gap_ev": 7.1, "multiplicity": 1, "fmax_ev_per_a": 5.191, "energy_ha": -3204.73039, "de_lowest_kj_mol": 157.2, "lumo_energy_ev": 3.07, "total_charge": -1}

---

5.
{"formula": "C10H17BrS2", "method": "ωB97M-V/def2-TZVPD", "elements": ["C", "C", "C", "C", "C", "C", "C", "C", "C", "C", "S", "S", "Br", "H", "H", "H", "H", "H", "H", "H", "H", "H", "H", "H", "H", "H", "H", "H", "H", "H"], "positions_angstrom": [[-0.178, 2.679, -0.249], [-1.679, -0.203, -0.511], [0.774, 1.637, -3.132], [0.253, 0.481, -2.264], [-0.169, 2.779, -3.076], [2.153, -0.954, 3.139], [-1.902, -0.672, 0.925], [0.686, -1.309, 2.843], [-1.006, -2.027, 1.081], [0.341, -1.734, 1.388], [-0.197, 0.939, -0.500], [-0.388, 3.726, -1.446], [-3.264, 0.386, -1.503], [1.799, 2.023, -2.847], [1.016, 1.235, -4.165], [-0.695, 0.193, -2.676], [1.011, -0.317, -2.262], [0.278, 3.690, -3.606], [-1.169, 2.457, -3.295], [2.650, -1.841, 2.787], [2.348, -0.954, 4.313], [2.594, -0.112, 2.595], [-2.970, -0.900, 0.962], [-1.623, 0.159, 1.653], [-0.049, -0.462, 3.065], [0.512, -2.100, 3.498], [-1.672, -2.810, 1.525], [-0.966, -2.471, 0.018], [0.852, -2.607, 1.030], [0.659, -0.910, 0.711]], "orbital_gap_ev": [6.4, 6.4], "multiplicity": 1, "fmax_ev_per_a": 6.425, "energy_ha": -3761.36161, "de_lowest_kj_mol": 455.4, "smiles": "CCCCC/C(Br)=S1#CSCCC\\1", "lumo_energy_ev": [-0.96, -0.96], "total_charge": 0}

---

6.
{"formula": "C10H17Cl2F5MoO3Te", "method": "ωB97M-V/def2-TZVPD", "elements": ["C", "C", "C", "C", "C", "C", "C", "C", "C", "C", "Mo", "Cl", "Cl", "O", "H", "H", "H", "H", "H", "H", "H", "H", "H", "H", "H", "H", "H", "H", "H", "H", "O", "H", "F", "Te", "F", "F", "F", "F", "O"], "positions_angstrom": [[0.318, -1.185, -1.993], [1.171, -0.018, -2.085], [0.342, 1.144, -2.121], [2.634, -0.001, -2.365], [-1.026, 0.718, -2.100], [-1.055, -0.721, -1.990], [-2.289, -1.557, -1.941], [0.756, -2.609, -1.990], [0.806, 2.544, -2.354], [-2.208, 1.617, -2.220], [-0.061, -0.146, 0.012], [4.749, 1.585, 0.423], [2.133, -0.816, 0.611], [-1.509, 1.104, 0.386], [3.094, -0.952, -2.080], [3.132, 0.782, -1.773], [2.823, 0.184, -3.437], [1.772, 2.704, -1.858], [0.075, 3.258, -1.954], [0.930, 2.755, -3.431], [-2.020, 2.552, -1.678], [-3.094, 1.133, -1.790], [-2.416, 1.866, -3.273], [-3.069, -1.011, -1.395], [-2.082, -2.494, -1.413], [-2.666, -1.788, -2.949], [1.716, -2.706, -1.469], [0.869, -2.990, -3.015], [0.013, -3.223, -1.468], [-1.490, 1.297, 1.339], [-0.988, -1.713, 0.669], [-1.410, -1.698, 1.556], [-0.058, -0.546, 5.517], [0.258, 0.205, 3.789], [-0.283, 1.882, 4.513], [0.712, -1.557, 3.272], [-1.570, -0.277, 3.394], [2.056, 0.478, 4.285], [0.443, 0.927, 2.093]], "orbital_gap_ev": [5.4, 5.5], "multiplicity": 3, "fmax_ev_per_a": 2.897, "energy_ha": -2373.05082, "de_lowest_kj_mol": 0.0, "lumo_energy_ev": [4.39, 4.36], "total_charge": -2}

---

7.
{"formula": "C10H17Cl3O2Ru", "method": "ωB97M-V/def2-TZVPD", "elements": ["C", "C", "C", "C", "C", "C", "C", "C", "C", "C", "Ru", "Cl", "Cl", "O", "H", "H", "H", "H", "H", "H", "H", "H", "H", "H", "H", "H", "H", "H", "H", "H", "O", "H", "Cl"], "positions_angstrom": [[0.411, -1.127, -0.377], [1.241, -0.066, -0.811], [0.455, 1.139, -0.885], [2.677, -0.139, -1.133], [-0.892, 0.801, -0.576], [-0.953, -0.585, -0.236], [-2.164, -1.419, -0.342], [0.742, -2.554, -0.429], [0.974, 2.464, -1.218], [-2.027, 1.724, -0.640], [0.138, -0.129, 1.755], [2.124, 1.227, 1.694], [2.061, -1.246, 2.628], [-1.837, 0.170, 2.417], [3.028, -1.167, -1.004], [3.250, 0.519, -0.479], [2.889, 0.104, -2.193], [1.862, 2.692, -0.583], [0.215, 3.240, -1.048], [1.270, 2.565, -2.278], [-1.781, 2.729, -0.255], [-2.877, 1.344, -0.047], [-2.373, 1.867, -1.681], [-3.008, -0.867, 0.068], [-2.043, -2.326, 0.275], [-2.378, -1.696, -1.385], [1.792, -2.723, -0.125], [0.613, -2.948, -1.448], [0.120, -3.131, 0.285], [-1.760, 1.130, 2.649], [-0.395, -2.030, 2.311], [-1.239, -1.752, 2.704], [-0.137, 2.190, 2.386]], "orbital_gap_ev": [5.7, 5.9], "multiplicity": 5, "fmax_ev_per_a": 4.322, "energy_ha": -2017.10516, "lumo_energy_ev": [5.90, 5.88], "total_charge": -2}

---

8.
{"formula": "C10H17ClN6O6P2Pd", "method": "ωB97M-V/def2-TZVPD", "elements": ["Pd", "N", "C", "C", "P", "O", "O", "O", "P", "O", "O", "O", "H", "H", "H", "H", "H", "H", "H", "H", "Cl", "C", "C", "C", "C", "C", "C", "C", "H", "H", "H", "H", "H", "H", "N", "N", "N", "C", "N", "N", "H", "H", "H"], "positions_angstrom": [[-1.134, -1.363, -0.377], [3.584, 3.421, -0.797], [3.017, 2.883, 0.266], [3.753, 2.204, 1.306], [-0.049, 0.980, 1.944], [-1.451, 1.553, 2.390], [0.984, 1.227, 3.062], [0.086, -0.397, 1.350], [1.279, 3.251, 0.301], [1.388, 4.188, 1.553], [0.854, 3.761, -1.018], [0.539, 1.915, 0.799], [4.587, 3.227, -0.903], [0.607, 1.195, 3.969], [3.130, 4.009, -1.473], [4.623, 1.762, 0.796], [3.040, 1.648, 1.825], [4.016, 2.997, 2.000], [-2.234, 1.365, 1.788], [1.030, 5.099, 1.476], [-4.310, 0.075, 1.479], [-3.619, -0.172, -0.137], [-3.684, 1.096, -0.763], [-3.022, 1.135, -1.986], [-2.270, 0.049, -2.389], [-2.615, -1.205, -2.002], [-3.463, -1.368, -0.751], [-3.812, -2.627, -0.423], [-4.275, 1.931, -0.571], [-2.868, 2.051, -2.546], [-1.549, 0.248, -3.250], [-2.174, -2.068, -2.534], [-3.623, -3.429, -1.103], [-4.537, -2.625, 0.364], [3.324, -4.291, -0.197], [1.974, -4.076, -0.297], [1.051, -5.046, -0.405], [-0.062, -4.340, -0.454], [0.201, -3.027, -0.380], [1.509, -2.849, -0.266], [3.454, -5.207, 0.238], [3.714, -4.341, -1.133], [-0.996, -4.839, -0.750]], "orbital_gap_ev": [3.0, 4.3], "multiplicity": 5, "fmax_ev_per_a": 6.602, "energy_ha": -2441.35919, "de_lowest_kj_mol": 0.7, "lumo_energy_ev": [-7.02, -10.75], "total_charge": 2}